The following is a quantum chemistry calculation of a single C15H17ClN2O2S molecule, from the Open Molecules 2025 dataset.

Last column: Löwdin charge in e.
Element x y z (Å)
C (1.93, 2.98, 1.03)  -0.123
C (0.58, 2.85, 0.51)  -0.211
H (0.48, 3.34, -0.53)  0.121
H (-0.14, 3.43, 1.15)  0.104
C (0.00, 1.23, 0.40)  -0.005
C (-1.50, 1.07, 0.20)  -0.363
C (-2.43, 1.98, -0.08)  0.044
C (-3.71, 1.78, -0.73)  -0.368
O (-4.62, 2.52, -1.07)  0.053
N (-3.90, 0.33, -0.52)  0.164
C (-3.05, -0.30, -0.10)  -0.569
N (-1.89, -0.07, 0.10)  0.123
S (-3.43, -2.38, -0.16)  0.812
C (-1.87, -2.82, 0.58)  -0.520
C (-0.86, -2.99, -0.69)  -0.163
O (0.35, -3.16, 0.16)  -0.101
C (1.43, -2.36, -0.14)  -0.267
C (1.50, -1.54, -1.29)  0.022
C (2.68, -0.47, -1.58)  -0.016
C (3.45, -0.35, -0.37)  -0.596
C (3.31, -1.12, 0.60)  -0.163
C (2.20, -1.92, 0.99)  0.033
H (2.20, -2.47, 1.80)  0.057
H (4.00, -0.92, 1.67)  0.198
Cl (4.77, 0.91, -0.91)  0.516
H (2.76, 0.00, -2.44)  0.025
H (0.87, -1.82, -2.20)  0.111
H (-0.86, -1.88, -1.17)  0.133
H (-1.12, -3.86, -1.12)  0.062
H (-2.10, -3.93, 1.01)  0.126
H (-1.53, -2.15, 1.29)  0.038
H (-4.90, 0.03, -0.88)  0.237
H (-2.05, 3.19, -0.28)  0.189
H (0.59, 0.68, -0.12)  0.000
H (0.07, 0.94, 1.57)  0.170
H (2.06, 2.81, 2.00)  0.041
H (2.23, 4.03, 0.75)  0.117
H (2.53, 2.43, 0.55)  -0.031

F_max = 0.3871 Eh/bohr
ΔE to the lowest compared entry with this formula, charge and spin = 264.69 kcal/mol
Molar mass = 324.83 g mol⁻¹
SMILES = CCCc1cc(=O)[nH]c(SCCOc2ccc(Cl)cc2)n1
Total energy = -46252.3695 eV


The following is a quantum chemistry calculation of a single C15H17ClN4O2 molecule, from the Open Molecules 2025 dataset.

Last column: Löwdin charge in e.
Element x y z (Å)
O (-2.31, -1.92, -2.23)  0.024
C (-3.21, -1.44, -1.57)  -0.354
N (-3.13, -1.12, -0.27)  -0.105
C (-4.20, -0.40, 0.38)  -0.157
H (-5.15, -0.77, -0.01)  0.120
C (-4.10, 1.11, 0.11)  -0.148
H (-5.03, 1.59, 0.42)  0.112
H (-3.99, 1.26, -0.97)  0.109
C (-2.93, 1.77, 0.85)  -0.192
N (-1.62, 1.19, 0.66)  -0.156
C (-1.07, 1.35, -0.68)  -0.082
C (0.42, 1.28, -0.65)  -0.290
N (1.17, 0.29, -0.29)  0.211
C (2.44, 0.77, -0.48)  -0.289
N (2.44, 2.00, -0.94)  0.139
O (1.13, 2.34, -1.05)  0.056
C (3.63, -0.01, -0.20)  -0.158
C (4.89, 0.56, -0.39)  -0.046
C (6.01, -0.21, -0.12)  -0.665
C (5.90, -1.52, 0.33)  -0.104
C (4.64, -2.07, 0.51)  -0.069
C (3.50, -1.32, 0.25)  -0.023
H (2.52, -1.74, 0.38)  0.108
H (4.55, -3.08, 0.85)  0.107
H (6.79, -2.09, 0.53)  0.104
Cl (7.58, 0.48, -0.34)  0.676
H (4.97, 1.57, -0.74)  0.112
H (-1.34, 2.34, -1.05)  0.138
H (-1.43, 0.60, -1.40)  0.128
C (-1.41, -0.11, 1.26)  -0.165
C (-1.88, -1.33, 0.44)  -0.118
H (-1.99, -2.18, 1.12)  0.129
H (-1.14, -1.59, -0.31)  0.111
H (-1.91, -0.09, 2.23)  0.117
H (-0.34, -0.23, 1.43)  0.103
H (-3.13, 1.73, 1.93)  0.121
H (-2.88, 2.82, 0.57)  0.120
H (-4.17, -0.60, 1.45)  0.129
H (-4.21, -1.23, -1.99)  0.143

F_max = 0.0245 Eh/bohr
ΔE to the lowest compared entry with this formula, charge and spin = 46.64 kcal/mol
Molar mass = 320.78 g mol⁻¹
SMILES = O=CN1CCCN(Cc2nc(-c3cccc(Cl)c3)no2)CC1
Total energy = -38408.1444 eV


The following is a quantum chemistry calculation of a gas-phase ion, C15H17ClNO8S (charge -1), from the Open Molecules 2025 dataset.

Last column: Löwdin charge in e.
Element x y z (Å)
C (-4.72, 1.07, 2.74)  -0.089
C (-3.88, -0.16, 2.85)  -0.217
O (-2.65, 0.11, 2.09)  -0.040
C (-1.67, -0.82, 2.29)  -0.497
C (-0.36, -0.35, 1.68)  -0.253
C (0.80, -0.82, 2.20)  -0.059
C (1.95, 0.07, 2.25)  -0.538
O (1.92, 1.23, 1.85)  0.016
O (3.05, -0.46, 2.84)  -0.034
C (4.12, 0.51, 2.95)  -0.237
C (5.22, -0.13, 3.77)  -0.095
O (-1.81, -1.86, 2.91)  0.085
H (-5.68, 0.85, 3.21)  0.070
H (-4.25, 1.87, 3.31)  0.080
H (-4.96, 1.37, 1.73)  0.078
H (-3.62, -0.34, 3.91)  0.129
H (-4.38, -1.03, 2.40)  0.126
H (-0.42, 0.77, 1.40)  0.114
H (0.88, -1.72, 2.83)  0.107
H (4.47, 0.73, 1.92)  0.126
H (3.76, 1.44, 3.42)  0.119
H (5.97, 0.62, 4.05)  0.068
H (4.85, -0.59, 4.69)  0.073
H (5.71, -0.92, 3.18)  0.070
O (-1.18, 0.16, -7.54)  0.040
N (-0.65, -0.70, -6.81)  -0.324
O (-0.20, -1.78, -7.26)  0.036
C (-0.49, -0.45, -5.42)  -0.165
C (0.23, -1.37, -4.64)  0.016
C (0.55, -1.05, -3.33)  -0.052
C (0.19, 0.20, -2.79)  -0.275
S (0.65, 0.58, -1.10)  0.627
C (-0.78, 0.18, -0.07)  -0.674
Cl (-1.51, -1.34, -0.57)  0.645
O (1.76, -0.29, -0.79)  -0.294
O (0.70, 2.01, -0.93)  -0.324
C (-0.54, 1.12, -3.57)  -0.032
C (-0.87, 0.80, -4.89)  0.009
H (0.50, -2.32, -5.08)  0.119
H (1.13, -1.76, -2.73)  0.119
H (-1.49, 1.02, -0.27)  0.091
H (-0.82, 2.10, -3.17)  0.121
H (-1.46, 1.47, -5.51)  0.116

F_max = 0.1033 Eh/bohr
ΔE to the lowest compared entry with this formula, charge and spin = 33.30 kcal/mol
Molar mass = 406.82 g mol⁻¹
SMILES = CCOC(=O)[C@@H](/C=C(\[O-])OCC)[C@H](Cl)S(=O)(=O)c1ccc([N+](=O)[O-])cc1
Total charge = -1
Total energy = -57053.5743 eV


The following is a quantum chemistry calculation of a molecular structure, C15H17CsN4OS2, from the Open Molecules 2025 dataset.

Last column: Löwdin charge in e.
Element x y z (Å)
Cs (0.99, -0.02, -1.09)  0.932
S (3.80, -0.63, 0.33)  0.280
C (3.51, -2.26, -0.21)  -0.870
C (4.55, -3.21, -0.16)  -0.133
C (4.33, -4.51, -0.54)  -0.094
C (3.06, -4.90, -0.97)  -0.100
C (2.09, -3.92, -1.01)  -0.190
N (2.29, -2.64, -0.65)  -0.138
H (5.52, -2.89, 0.19)  0.087
H (5.13, -5.24, -0.49)  0.101
H (2.83, -5.91, -1.27)  0.091
H (1.08, -4.16, -1.34)  0.102
O (1.00, 2.86, 0.01)  -0.162
C (0.15, 3.98, -0.17)  -0.198
C (-1.18, 3.54, -0.73)  -0.269
C (-2.28, 4.39, -0.59)  -0.026
C (-3.49, 4.01, -1.13)  -0.060
C (-3.58, 2.80, -1.80)  -0.059
C (-2.44, 2.02, -1.89)  -0.156
N (-1.26, 2.38, -1.37)  0.074
H (1.86, 3.17, 0.32)  0.100
H (0.60, 4.70, -0.87)  0.133
H (-0.02, 4.50, 0.77)  0.124
H (-2.18, 5.32, -0.04)  0.117
H (-4.36, 4.65, -1.03)  0.110
H (-4.51, 2.46, -2.24)  0.109
H (-2.47, 1.05, -2.37)  0.087
C (-0.32, -2.55, 1.61)  -0.021
N (-0.95, -1.23, 1.61)  -0.135
C (-0.82, -0.26, 2.59)  -0.046
C (-1.58, 0.78, 2.22)  -0.070
N (-2.17, 0.43, 1.02)  0.068
C (-1.80, -0.81, 0.63)  -0.911
S (-2.23, -1.62, -0.78)  0.522
H (0.17, -2.69, 2.57)  0.098
H (0.43, -2.62, 0.82)  0.049
H (-1.08, -3.31, 1.46)  0.088
H (-0.17, -0.40, 3.44)  0.127
H (-1.74, 1.74, 2.69)  0.117
H (-2.78, 1.00, 0.46)  0.124

F_max = 0.0099 Eh/bohr
ΔE to the lowest compared entry with this formula, charge and spin = 2.69 kcal/mol
Molar mass = 466.37 g mol⁻¹
Total energy = -46058.2859 eV


The following is a quantum chemistry calculation of a molecular structure, C15H17IN5RuS, from the Open Molecules 2025 dataset.

Last column: Löwdin charge in e.
Element x y z (Å)
Ru (0.51, -0.40, 0.33)  0.999
C (-3.00, 0.02, -5.05)  -0.054
C (-3.23, -0.13, -3.53)  -0.185
N (-2.23, -1.00, -2.92)  0.097
C (-1.52, -0.70, -1.85)  -0.671
S (-0.28, -1.83, -1.26)  0.644
N (-1.85, 0.45, -1.22)  0.111
N (-0.98, 0.76, -0.23)  -0.144
C (-1.05, 1.94, 0.41)  -0.176
C (-2.14, 2.90, 0.23)  0.022
C (0.06, 2.23, 1.34)  -0.154
C (0.31, 3.41, 2.03)  0.053
C (1.46, 3.57, 2.80)  0.037
C (2.36, 2.51, 2.88)  0.023
C (2.09, 1.33, 2.19)  -0.072
N (0.99, 1.18, 1.45)  -0.096
H (-3.52, 0.87, -5.53)  0.099
H (-3.25, -0.88, -5.64)  0.092
H (-1.90, 0.23, -5.23)  0.100
H (-4.20, -0.56, -3.38)  0.134
H (-3.20, 0.84, -3.04)  0.116
H (-1.98, -1.87, -3.40)  0.169
H (-2.86, 2.51, -0.50)  0.091
H (-1.77, 3.89, -0.09)  0.136
H (-2.60, 3.03, 1.21)  0.123
H (-0.38, 4.23, 1.93)  0.134
H (1.65, 4.52, 3.30)  0.146
H (3.32, 2.60, 3.37)  0.135
H (2.74, 0.48, 2.23)  0.111
I (0.75, -5.46, 3.44)  1.471
C (1.74, -4.00, 2.28)  -0.595
C (3.06, -4.20, 1.82)  -0.041
C (3.64, -3.22, 1.04)  0.010
C (2.91, -2.13, 0.66)  -0.083
N (1.63, -1.95, 1.05)  -0.165
C (1.07, -2.87, 1.89)  -0.171
H (3.62, -5.07, 2.14)  0.132
H (4.65, -3.22, 0.64)  0.146
H (3.34, -1.37, -0.03)  0.154
H (0.06, -2.63, 2.24)  0.122

F_max = 0.0425 Eh/bohr
ΔE to the lowest compared entry with this formula, charge and spin = 3.98 kcal/mol
Molar mass = 527.38 g mol⁻¹
Multiplicity = 5
Total charge = +3
Total energy = -44769.0262 eV


The following is a quantum chemistry calculation of a molecular structure, C15H17IrNSSi, from the Open Molecules 2025 dataset.

Last column: Löwdin charge in e.
Element x y z (Å)
Ir (0.49, -0.12, 1.65)  1.029
C (3.62, -2.49, -0.32)  -0.029
C (2.87, -3.50, -0.91)  -0.013
C (1.49, -3.47, -0.81)  0.023
C (0.87, -2.43, -0.13)  -0.208
N (1.62, -1.46, 0.44)  -0.070
C (2.96, -1.49, 0.35)  -0.101
C (-0.58, -2.27, 0.06)  -0.192
C (-1.53, -3.06, -0.57)  -0.014
C (-2.88, -2.82, -0.39)  -0.053
C (-3.29, -1.77, 0.42)  -0.050
C (-2.35, -0.97, 1.06)  -0.103
C (-1.00, -1.21, 0.88)  -0.257
H (4.70, -2.47, -0.38)  0.119
H (3.36, -4.30, -1.44)  0.125
H (0.90, -4.26, -1.26)  0.119
H (3.49, -0.67, 0.82)  0.119
H (-1.22, -3.88, -1.22)  0.114
H (-3.61, -3.45, -0.89)  0.115
H (-4.34, -1.58, 0.57)  0.116
H (-2.70, -0.16, 1.69)  0.085
S (-1.28, 1.25, 4.16)  0.846
C (-0.52, 0.67, 2.97)  -0.879
C (-1.70, 2.52, 0.50)  -0.192
Si (-0.06, 1.69, 0.24)  0.420
C (1.35, 2.84, 0.67)  -0.201
C (0.06, 0.99, -1.48)  -0.187
H (-1.72, 3.35, -0.21)  0.049
H (-1.85, 2.93, 1.50)  0.025
H (-2.54, 1.87, 0.26)  0.033
H (1.31, 3.75, 0.07)  0.046
H (2.32, 2.38, 0.46)  0.025
H (1.33, 3.15, 1.72)  0.031
H (-0.04, 1.78, -2.23)  0.046
H (-0.73, 0.25, -1.65)  0.035
H (1.02, 0.50, -1.64)  0.027

F_max = 0.0121 Eh/bohr
ΔE to the lowest compared entry with this formula, charge and spin = 0.00 kcal/mol
Molar mass = 463.68 g mol⁻¹
Total charge = +1
Total energy = -38867.9003 eV


The following is a quantum chemistry calculation of a molecular structure, C15H17N3OS, from the Open Molecules 2025 dataset.

Last column: Löwdin charge in e.
Element x y z (Å)
C (-4.87, -0.83, -2.19)  -0.102
C (-3.87, -0.46, -1.14)  -0.234
C (-2.53, -0.75, -1.14)  -0.073
C (-1.80, -0.50, -0.11)  -0.162
C (-2.31, 0.13, 0.82)  -0.128
C (-3.74, 0.60, 1.01)  -0.028
C (-4.59, 0.19, 0.08)  -0.013
H (-5.56, 0.64, -0.20)  0.116
H (-4.13, 1.31, 1.68)  0.090
C (-1.47, 0.70, 2.08)  -0.120
N (-0.30, 0.93, 2.25)  0.054
N (0.56, 0.30, 1.35)  -0.008
C (1.35, 0.56, 0.42)  -0.614
N (2.44, 0.21, -0.01)  -0.008
C (3.05, 0.75, -1.18)  -0.672
O (3.96, 0.31, -1.51)  0.272
C (2.46, 1.95, -1.30)  -0.346
H (2.03, 2.09, -2.30)  0.085
H (3.26, 3.02, -1.27)  0.201
S (1.00, 2.38, -0.10)  0.867
C (2.83, -1.18, 0.34)  -0.118
C (2.01, -2.22, -0.06)  -0.427
C (2.19, -3.55, 0.48)  -0.121
C (0.85, -2.84, 0.62)  -0.053
H (0.10, -3.06, -0.42)  0.205
H (0.68, -2.43, 1.37)  -0.042
H (2.27, -4.72, -0.22)  0.203
H (2.78, -3.60, 1.31)  0.056
H (2.07, -2.31, -1.19)  0.167
H (2.79, -1.24, 1.58)  0.202
H (3.95, -1.12, 0.11)  0.160
H (-2.06, 1.16, 2.80)  0.082
H (-0.80, -0.76, -0.06)  0.081
H (-2.32, -1.57, -1.94)  0.156
H (-4.53, -1.72, -2.84)  0.088
H (-5.02, 0.22, -2.90)  0.154
H (-5.88, -1.12, -2.08)  0.031

F_max = 0.3712 Eh/bohr
ΔE to the lowest compared entry with this formula, charge and spin = 359.11 kcal/mol
Molar mass = 287.39 g mol⁻¹
Total energy = -33169.5639 eV


The following is a quantum chemistry calculation of 2 unconnected molecules or ions with the total composition C15H17N5OS3, from the Open Molecules 2025 dataset.

Last column: Löwdin charge in e.
Element x y z (Å)
C (-1.60, -2.32, 2.53)  -0.062
H (-2.50, -2.47, 2.05)  0.046
H (-1.55, -2.11, 3.50)  0.037
H (-1.00, -3.24, 2.20)  0.121
C (-0.97, -1.27, 1.67)  -0.393
N (-0.94, -1.31, 0.45)  -0.119
C (0.09, -1.87, -0.10)  -0.424
N (-0.04, -1.71, -1.68)  0.044
N (-1.28, -1.17, -1.87)  0.044
C (-1.72, -0.94, -0.62)  -0.231
C (-3.12, -0.10, -0.49)  -0.472
C (-3.93, 0.16, -1.68)  -0.140
C (-5.04, 0.44, -1.32)  -0.195
C (-5.22, 0.76, 0.18)  -0.344
S (-3.89, 0.03, 0.86)  1.043
H (-6.15, 1.01, 0.82)  0.088
H (-5.77, 0.80, -1.86)  0.057
H (-3.53, -0.12, -2.51)  0.063
S (1.70, -2.22, 0.48)  1.046
C (2.70, -2.35, -0.78)  -0.529
C (4.06, -2.00, -0.55)  -0.484
O (4.93, -2.66, -0.26)  0.190
N (4.27, -0.57, 0.00)  0.067
C (3.36, 0.43, 0.08)  -0.451
N (2.25, 0.59, -0.86)  0.158
C (1.75, 1.66, -0.50)  -0.573
C (2.42, 2.39, 0.16)  -0.641
S (3.97, 2.05, 0.62)  1.130
C (1.97, 3.95, 0.58)  -0.033
H (1.28, 3.99, 1.28)  -0.010
H (1.71, 4.60, -0.48)  0.146
H (2.87, 4.50, 0.73)  0.019
C (0.34, 1.91, -1.05)  0.040
H (0.27, 2.68, -1.65)  0.029
H (-0.47, 1.87, -0.28)  0.117
H (0.10, 1.26, -1.70)  -0.006
H (5.24, -0.48, 0.12)  0.104
H (2.31, -1.69, -1.36)  -0.007
H (2.73, -3.37, -1.25)  0.149
H (-1.69, -0.07, 2.15)  0.187
H (0.10, -1.05, 2.38)  0.188

F_max = 0.3673 Eh/bohr
ΔE to the lowest compared entry with this formula, charge and spin = 403.07 kcal/mol
Molar mass = 379.54 g mol⁻¹
Total energy = -57817.8752 eV